[1]
Here is C44H48As2BCsN7Si as an isolated structure at a distorted geometry from OMol25. Energies are from the ωB97M-V functional and the def2-TZVPD basis.

Structure (XYZ):
```
104
Properties=species:S:1:pos:R:3:forces:R:3
Cs 0.166 -0.418 1.856 0.2 -0.6 -0.9
As -0.117 -1.884 -1.981 0.2 0.2 -0.1
As 0.618 1.615 -1.665 -0.2 0.1 0.0
Si 1.421 2.603 3.679 0.0 0.0 0.0
N 1.913 1.837 2.256 0.1 0.2 0.0
N -1.860 -3.018 1.568 -0.1 0.1 0.0
N -1.572 -1.937 4.566 0.0 0.0 0.0
N -3.394 -0.757 3.176 0.0 0.0 0.1
N -2.692 -3.159 2.621 0.1 0.0 0.0
N -2.675 0.083 2.411 -0.2 0.1 0.1
N -0.330 -2.255 4.144 -0.1 -0.1 0.1
C -2.959 1.576 -4.024 0.0 0.0 0.0
C -1.221 1.527 -2.356 0.0 -0.1 0.1
C -2.269 -1.968 -5.574 0.0 0.0 0.0
C 0.774 5.489 -3.418 0.0 0.0 0.0
C 5.230 2.574 -0.260 0.0 0.0 0.0
C -3.917 1.334 -3.045 0.0 0.0 0.0
C 1.509 -3.771 -0.556 0.0 -0.1 0.0
C 0.576 -3.664 -1.586 0.1 0.1 0.1
C -3.536 1.184 -1.718 0.0 0.0 0.0
C -1.969 -4.137 0.868 0.0 0.0 0.0
C 3.785 3.276 1.555 0.0 0.0 -0.1
C 2.970 2.108 1.470 0.1 -0.1 0.1
C 3.017 4.817 -2.898 0.0 0.0 0.0
C -3.309 -4.357 2.581 0.0 0.0 0.0
C 4.465 1.416 -0.371 0.1 -0.1 0.1
C 2.696 2.444 5.068 0.0 0.0 0.0
C 0.299 4.270 -2.949 0.0 0.0 0.0
C -2.877 -5.029 1.461 0.0 0.0 0.0
C -1.535 -1.507 5.843 0.0 0.0 0.0
C -1.873 -1.818 -4.250 0.0 0.0 -0.1
C -0.228 -1.529 6.278 0.0 0.0 0.0
C 1.942 -5.012 -0.118 0.0 0.0 0.0
C 0.480 -2.011 5.166 0.0 0.0 0.0
C 3.385 1.185 0.461 -0.1 0.1 -0.1
C 1.523 0.370 -2.911 0.0 0.0 0.0
C -0.579 -2.136 -3.860 -0.1 -0.1 0.0
C 4.865 3.494 0.721 0.0 0.0 0.0
C -4.620 -0.249 3.407 0.0 0.0 0.0
C -4.715 0.970 2.771 0.0 0.0 0.0
C 2.133 5.762 -3.402 0.0 0.0 0.0
C 0.998 4.447 3.562 0.0 0.0 0.0
C -0.071 -2.761 -6.135 0.0 0.0 0.0
C -3.460 1.123 2.164 0.0 0.0 0.0
C 1.440 -6.168 -0.702 0.0 0.0 0.0
C -0.188 1.816 4.317 0.0 0.1 0.0
C -1.369 -2.438 -6.518 0.0 0.0 0.0
C 0.510 -6.070 -1.726 0.0 0.0 0.0
C 1.181 3.308 -2.467 0.1 0.0 0.0
C 2.543 3.602 -2.427 0.0 0.0 0.0
C 1.644 -1.022 -2.297 -0.1 0.0 0.0
C 0.318 -2.612 -4.813 0.0 0.0 0.0
C -1.616 1.660 -3.684 0.0 0.0 0.0
C 0.078 -4.825 -2.165 0.0 0.0 -0.1
C -2.193 1.288 -1.386 0.3 0.2 -0.1
B -2.877 -2.114 3.727 0.0 0.0 0.0
H -1.391 -4.268 -0.032 0.0 0.0 0.0
H 2.818 0.267 0.341 0.0 0.0 0.1
H -0.877 1.839 -4.457 0.0 0.0 0.0
H -4.007 -4.636 3.353 0.0 0.0 0.0
H -0.226 1.911 5.406 0.0 0.0 0.0
H -1.060 2.342 3.916 0.0 0.0 0.0
H 2.882 1.391 5.293 0.0 0.0 0.0
H -4.962 1.259 -3.320 0.0 0.0 0.0
H -1.673 -2.553 -7.550 0.0 0.0 0.0
H -0.657 -4.762 -2.961 0.0 0.0 0.0
H 1.882 5.079 3.453 0.0 0.0 0.0
H 0.153 -1.241 7.243 0.0 0.0 0.0
H -3.743 -2.512 4.471 0.0 0.0 0.0
H -2.443 -1.218 6.348 0.0 0.0 0.0
H 2.517 0.790 -3.078 0.0 0.0 0.0
H 3.535 4.023 2.300 0.0 0.0 0.0
H 3.648 2.894 4.775 0.0 0.0 0.0
H 2.501 6.715 -3.764 0.0 0.0 0.0
H 1.540 -2.189 5.063 0.0 0.0 0.0
H -4.270 0.987 -0.947 0.0 0.0 0.0
H -0.343 0.759 4.096 0.1 0.2 0.4
H 0.075 6.227 -3.792 0.0 0.0 0.0
H 1.765 -7.139 -0.353 0.0 0.0 0.0
H -0.766 4.078 -2.957 0.0 0.0 0.0
H 6.081 2.749 -0.906 0.0 0.0 0.0
H 4.723 0.669 -1.117 0.0 0.0 0.0
H 0.110 -6.968 -2.182 0.0 0.0 0.0
H 1.893 -2.878 -0.074 0.0 0.0 0.0
H 4.078 5.029 -2.849 0.0 0.0 0.0
H 2.658 -5.078 0.692 0.0 0.0 0.0
H 2.356 2.932 5.987 0.0 0.0 0.0
H 5.441 4.407 0.840 0.0 0.0 0.0
H 1.328 -2.880 -4.521 0.0 0.0 0.0
H -3.280 -1.712 -5.865 0.0 0.0 0.0
H 1.003 0.347 -3.872 0.0 0.0 0.0
H -3.169 -6.010 1.126 0.0 0.0 0.0
H -1.845 1.214 -0.364 -0.3 -0.2 0.2
H 0.463 4.773 4.460 0.0 0.0 0.0
H 2.249 -1.687 -2.917 0.0 0.0 0.0
H -2.575 -1.441 -3.517 0.0 0.0 0.0
H 3.242 2.897 -1.990 0.0 0.0 0.0
H -3.091 1.950 1.575 0.0 0.0 0.0
H -5.554 1.645 2.756 0.0 0.0 0.0
H 2.136 -0.949 -1.325 0.0 0.0 0.0
H 0.350 4.631 2.700 0.0 0.0 0.0
H -3.260 1.686 -5.059 0.0 0.0 0.0
H -5.330 -0.792 4.008 0.0 0.0 0.0
H 0.634 -3.130 -6.869 0.0 0.0 0.0
```
Forces are in eV/Å.

For the largest force on an atom, the calculation gives 1.06 eV Å⁻¹. For the HOMO energy, the calculation gives -3.86 eV. The net charge is -1. For the energy above the lowest of the compared OMol25 structures with the same formula, charge and spin, the calculation gives 0.064 eV.

[2]
Here is C44H48As2BrCl3GeLiN2O11Si as an isolated structure from OMol25. Energies are from the ωB97M-V functional and the def2-TZVPD basis.

Structure (XYZ):
```
114
Properties=species:S:1:pos:R:3:forces:R:3
Br -2.163 0.973 6.497 0.0 0.0 0.0
As -0.140 2.686 1.154 0.2 0.0 -0.2
As 3.699 2.473 1.901 -0.1 0.0 0.0
Ge -4.518 -1.525 -0.286 -0.3 -0.1 0.0
Cl -4.988 -1.809 1.813 0.1 0.0 0.1
Cl -5.829 0.089 -0.893 0.1 0.1 0.0
Cl -5.344 -3.283 -1.219 0.1 -0.1 -0.1
Si -1.076 -1.104 -3.231 -0.1 0.1 0.2
O 0.159 2.129 4.062 -0.1 0.0 0.0
O 3.382 6.002 2.634 -0.1 0.1 0.0
O -1.699 -1.585 1.089 -0.2 -0.1 0.3
O -0.615 5.513 0.824 -0.1 -0.1 -0.1
O 4.327 5.581 0.685 0.0 0.0 -0.2
O 2.934 0.128 0.286 0.0 0.0 -0.1
O -1.494 -0.440 -1.831 -0.1 0.1 -0.2
O 0.769 -0.460 0.212 0.2 0.2 0.0
O 1.385 6.378 0.291 0.1 0.0 0.0
O 2.085 3.167 4.511 0.0 0.0 -0.1
O -2.766 0.743 1.253 0.0 0.0 0.2
N 0.018 -3.726 4.220 0.0 -0.1 0.1
N -0.439 -3.508 2.064 0.0 -0.3 0.0
C 2.881 0.843 -4.882 0.0 0.0 0.0
C -1.291 -4.964 -1.697 0.0 0.1 -0.1
C -2.001 0.143 4.806 0.0 -0.1 0.0
C -2.359 0.199 2.455 -0.1 0.2 -0.1
C -3.619 1.896 1.319 0.1 -0.1 0.0
C -2.463 -0.935 -4.519 -0.2 0.0 0.0
C -0.678 -2.938 -2.919 0.0 -0.2 0.0
C 4.729 3.128 3.427 0.0 0.0 0.1
C -1.538 -3.650 -2.072 0.0 -0.1 -0.1
C 2.297 1.291 -3.706 0.0 -0.1 0.0
C -1.253 6.720 0.373 0.0 0.0 0.1
C 1.267 4.144 1.175 0.0 0.1 0.0
C 1.430 3.854 5.587 0.1 0.0 0.0
C 0.554 -4.847 3.601 0.1 0.1 0.1
C -2.494 0.803 3.684 -0.1 0.0 0.0
C 1.179 -1.671 -0.477 -0.1 0.1 0.0
C -3.754 -1.508 -3.921 0.0 0.0 -0.1
C 2.284 -0.190 -5.594 0.0 0.0 0.0
C 1.121 0.704 -3.254 0.0 -0.1 0.0
C -0.150 -5.608 -2.162 0.0 0.0 -0.1
C -0.568 -2.970 3.254 0.0 0.1 0.0
C -2.163 -1.665 -5.831 0.0 0.0 0.0
C 1.112 -0.773 -5.129 0.0 0.1 0.0
C 1.668 -6.877 3.156 0.0 0.0 0.0
C 0.726 -4.926 -2.996 0.0 0.0 0.0
C 1.308 2.368 3.785 0.3 0.0 -0.3
C -0.058 2.523 -0.815 -0.1 0.1 0.3
C 1.790 0.333 0.583 -0.1 0.1 0.2
C -1.755 -1.053 2.334 0.0 -0.1 -0.2
C 2.564 4.103 1.505 0.0 0.0 0.0
C -1.378 -1.080 4.708 0.0 0.1 0.1
C 1.381 -6.729 1.788 0.0 0.0 0.1
C 3.401 5.353 1.625 0.1 -0.3 0.2
C -1.241 -1.687 3.457 0.1 -0.2 0.1
C 0.497 -0.338 -3.947 0.2 0.0 -0.1
C 2.024 1.739 2.609 0.0 0.2 0.4
C 0.264 -4.691 2.246 -0.1 0.1 -0.1
C 0.462 -3.610 -3.367 -0.1 0.0 0.0
C 0.678 -5.639 1.313 0.0 0.0 0.0
C -2.666 0.562 -4.793 0.0 0.0 0.0
C 1.268 1.367 1.556 -0.1 0.0 -0.1
C 0.723 5.472 0.727 0.1 -0.2 -0.1
C 1.264 -5.939 4.088 0.0 0.0 0.0
C 4.210 4.922 -0.588 0.0 0.1 0.1
Li -1.584 -0.151 -0.119 0.3 0.0 -0.5
H -1.903 -2.715 -5.664 0.0 0.0 0.0
H 5.741 3.303 3.067 0.0 0.0 0.0
H 2.223 -7.745 3.488 0.0 0.0 0.0
H 4.320 4.036 3.858 0.0 0.0 0.0
H 2.765 2.083 -3.132 0.0 0.0 0.0
H 5.000 5.341 -1.203 0.0 0.0 0.0
H -0.565 1.637 -1.206 -0.2 0.1 0.2
H 4.357 3.848 -0.494 0.0 0.0 0.0
H 1.621 -5.419 -3.356 0.0 0.0 0.0
H 4.748 2.337 4.175 0.0 0.0 0.0
H -2.231 6.430 0.003 0.0 0.0 0.0
H 2.146 4.592 5.933 0.0 0.0 0.0
H -1.240 -2.494 1.170 0.1 0.1 -0.1
H -2.424 -3.158 -1.692 -0.1 0.0 0.0
H -4.605 -1.343 -4.595 0.1 0.0 0.0
H -0.987 -1.549 5.601 0.0 0.0 0.0
H 1.489 -6.056 5.140 0.0 0.0 0.0
H 3.801 1.290 -5.240 0.0 0.0 0.0
H 3.244 5.138 -1.037 -0.1 0.0 0.0
H 0.053 -6.634 -1.878 0.0 0.0 0.0
H -3.042 -1.646 -6.490 0.0 0.0 0.1
H 0.263 -2.206 -0.699 0.1 0.0 0.0
H -2.957 1.772 3.791 0.0 0.0 0.0
H -3.080 2.732 1.762 0.0 0.1 0.0
H 0.523 4.337 5.232 0.0 0.0 0.0
H 0.976 2.519 -1.157 0.0 0.1 0.1
H -0.556 3.406 -1.213 0.0 0.0 0.0
H -4.511 1.656 1.895 0.0 0.0 0.0
H 0.672 -1.582 -5.702 0.0 0.0 0.0
H -3.681 -2.586 -3.748 0.0 0.1 0.0
H 0.035 -3.522 5.203 0.0 0.0 0.0
H 1.719 -7.488 1.095 0.0 0.0 0.0
H 2.737 -0.546 -6.512 0.0 0.0 0.0
H 1.700 -1.422 -1.398 0.0 0.1 0.0
H -3.471 0.716 -5.523 0.0 0.0 0.1
H -1.357 7.400 1.214 0.0 0.0 0.0
H 1.833 -2.248 0.174 0.0 0.0 0.0
H 0.450 -5.515 0.261 0.1 0.0 0.1
H -1.345 -1.190 -6.377 0.0 0.0 0.0
H 1.177 -3.097 -4.000 0.0 0.0 0.0
H 0.672 1.045 -2.330 0.2 -0.3 -0.4
H -3.990 -1.015 -2.975 0.0 0.0 0.0
H 1.177 3.154 6.381 0.0 0.0 0.0
H -0.669 7.193 -0.410 0.0 0.0 0.0
H -3.892 2.126 0.295 0.0 0.0 0.0
H -1.760 1.025 -5.194 0.0 0.0 0.0
H -1.988 -5.483 -1.048 0.0 0.0 0.0
H -2.940 1.094 -3.876 0.0 0.0 0.0
```
Forces are in eV/Å.

For the largest force on an atom, the calculation gives 0.56 eV Å⁻¹. As for the expectation value of S²: 0.753. For the HOMO energy (alpha / beta), the calculation gives -8.50 / -8.50 eV. Its spin multiplicity is 2. For the energy above the lowest of the compared OMol25 structures with the same formula, charge and spin, the calculation gives 0.528 eV.

Number 1: total energy -187621.9735 eV. Number 2: total energy -365800.0416 eV.